The following is a quantum chemistry calculation of a 2-piece molecular cluster, C4H8N2O overall, from OMol25.

Geometry as XYZ:
```
15
Properties=species:S:1:pos:R:3:forces:R:3:mulliken_charge:R:1
C -0.501 -3.007 -0.302 -0.230 -0.029 -2.723 0.089
C 0.047 -0.395 1.180 -1.724 -2.059 2.791 -0.307
C -0.247 1.758 0.056 -1.663 1.499 2.205 -1.060
C 1.103 0.029 -0.912 1.961 0.912 -0.470 -0.826
N -0.487 -2.932 -1.448 0.318 0.228 0.350 -0.398
N 0.361 0.427 0.272 -0.430 2.924 -2.232 0.329
O -0.940 0.001 2.058 0.840 -0.266 -0.121 -0.303
H -0.710 -3.226 0.668 -0.091 -0.190 2.357 0.327
H -1.264 0.927 2.066 0.420 -0.304 -0.568 0.239
H -0.575 2.407 1.036 0.442 -2.227 -1.998 0.319
H 0.500 2.448 -0.265 0.614 0.172 -0.914 0.338
H -1.111 1.699 -0.654 0.788 0.156 0.631 0.347
H 0.489 -0.180 -1.775 -0.829 0.217 -0.089 0.384
H 1.709 1.007 -1.200 -0.436 -2.552 0.458 0.215
H 1.624 -0.962 -0.779 0.021 1.520 0.322 0.307
```
Positions in Å, forces in eV/Å.

Summary:
energy above the lowest of the compared OMol25 structures with the same formula, charge and spin = 4.600 eV
max |F| = 3.87 eV Å⁻¹
charge = 0
LUMO energy = 0.62 eV
gap between HOMO and LUMO = 9.26 eV
E_HOMO = -8.632 eV
calculated total energy = -341.834589 Eh
multiplicity = 1

---

The following is a quantum chemistry calculation of one molecule with the formula C21H24N2O5S2, from OMol25.

Geometry as XYZ:
```
54
Properties=species:S:1:pos:R:3:forces:R:3:mulliken_charge:R:1
C -2.738 0.120 3.830 0.383 -0.152 -0.058 -1.221
C -1.588 -0.811 3.467 -0.588 -0.150 0.025 0.089
H -1.633 -1.721 4.071 -0.015 0.078 -0.126 0.435
H -1.646 -1.094 2.410 0.042 -0.015 0.140 -0.036
O -0.319 -0.257 3.788 0.399 0.234 -0.120 -0.536
C 0.026 0.960 3.259 -0.007 0.197 0.008 0.131
C 0.529 1.901 4.155 -0.055 -0.177 -0.048 -0.454
C 0.931 3.151 3.730 -0.027 -0.027 0.001 -0.597
C 0.822 3.493 2.393 -0.007 0.085 -0.082 -0.921
C 0.347 2.564 1.489 0.044 -0.047 0.161 -0.379
C -0.028 1.287 1.897 0.088 -0.030 0.297 -0.354
N -0.470 0.368 0.911 -0.221 0.275 0.093 1.567
C 0.205 -0.757 0.572 0.084 -0.084 0.195 0.339
O -0.191 -1.480 -0.327 -0.094 -0.207 0.024 -0.670
C 1.444 -1.064 1.398 -0.057 -0.101 -0.040 -0.936
C 2.359 -2.041 0.693 0.252 0.601 -0.620 -1.052
H 1.806 -2.750 0.083 0.002 -0.090 -0.032 0.522
H 3.023 -2.562 1.377 0.183 0.021 -0.021 0.453
S 3.443 -1.096 -0.432 0.113 -0.329 0.051 1.275
O 4.021 -0.006 0.310 -0.255 0.222 0.071 -0.687
O 4.332 -2.014 -1.092 -0.243 -0.236 -0.157 -0.715
C 2.290 -0.427 -1.627 0.344 -0.246 0.314 -0.426
C 1.765 -1.291 -2.563 -0.064 0.028 -0.187 -0.872
C 0.739 -0.866 -3.397 0.267 0.415 0.391 0.133
C 0.257 0.443 -3.258 -0.191 -0.100 -0.095 1.102
C 0.841 1.316 -2.348 0.041 -0.216 -0.076 -1.045
C 1.859 0.881 -1.520 0.135 0.137 0.103 -0.296
H 2.321 1.527 -0.792 0.024 0.136 0.098 0.633
H 0.479 2.332 -2.301 -0.043 0.116 0.082 0.463
S -1.096 0.983 -4.241 0.055 -0.111 -0.188 -0.181
C -1.929 -0.631 -4.434 0.017 0.307 0.200 0.123
C -2.507 -1.121 -3.111 -0.035 -0.065 -0.082 -0.898
H -1.722 -1.283 -2.373 0.007 0.005 0.096 0.005
H -3.213 -0.389 -2.724 -0.030 0.031 0.031 0.317
H -3.031 -2.061 -3.274 -0.054 -0.107 0.024 0.427
C -0.962 -1.652 -5.002 -0.389 0.223 -0.190 0.250
O -1.249 -2.396 -5.911 -0.101 -0.165 -0.113 -0.641
N 0.241 -1.722 -4.370 0.489 -0.370 0.015 -0.120
H 0.827 -2.507 -4.628 -0.173 0.089 -0.070 0.236
H -2.724 -0.461 -5.163 0.203 -0.086 -0.012 0.426
H 2.156 -2.294 -2.633 -0.013 -0.205 -0.037 0.386
H 1.117 -1.469 2.360 0.033 0.072 -0.070 0.561
H 2.001 -0.145 1.597 -0.115 -0.047 0.180 0.503
C -1.623 0.744 0.111 -0.184 -0.189 -0.117 -1.060
H -1.316 1.175 -0.844 -0.070 -0.010 -0.041 0.186
H -2.213 -0.150 -0.091 -0.030 0.077 -0.050 0.346
H -2.222 1.464 0.663 0.023 0.004 0.017 0.345
H 0.279 2.809 0.440 -0.009 0.005 -0.152 0.490
H 1.117 4.473 2.053 0.035 0.094 -0.035 0.441
H 1.315 3.862 4.445 0.037 0.063 0.076 0.405
H 0.589 1.620 5.195 -0.010 -0.045 0.117 0.502
H -2.685 1.038 3.249 -0.067 0.084 -0.049 0.255
H -3.685 -0.372 3.626 -0.125 -0.031 -0.035 0.415
H -2.693 0.377 4.885 -0.030 0.036 0.093 0.335
```
Positions in Å, forces in eV/Å.

Summary:
energy above the lowest of the compared OMol25 structures with the same formula, charge and spin = 0.000 eV
structure (SMILES) = CCOc1ccccc1N(C)C(=O)CCS(=O)(=O)c1ccc2c(c1)NC(=O)[C@@H](C)S2
max |F| = 0.90 eV Å⁻¹
charge = 0
LUMO energy = 0.32 eV
gap between HOMO and LUMO = 9.00 eV
E_HOMO = -8.678 eV
calculated total energy = -2096.753594 Eh
multiplicity = 1

---

The following is a quantum chemistry calculation of one molecule with the formula H3N3O2, from OMol25.

Geometry as XYZ:
```
8
Properties=species:S:1:pos:R:3:forces:R:3:mulliken_charge:R:1
N 1.459 -0.411 -0.002 -1.007 -1.985 0.196 -0.433
N 0.420 0.475 0.000 -1.331 1.969 0.845 -0.480
N -0.709 0.002 0.276 3.113 1.350 -1.797 1.196
O -0.913 -1.165 0.327 -1.775 -3.430 1.049 -0.720
O -1.767 0.829 0.363 -1.957 -0.586 1.151 -0.500
H 1.962 0.039 -0.714 1.874 -0.171 -1.030 0.271
H 1.251 -1.451 -0.197 -0.141 2.244 0.200 0.281
H -1.703 1.681 -0.053 1.226 0.609 -0.612 0.385
```
Positions in Å, forces in eV/Å.

Summary:
energy above the lowest of the compared OMol25 structures with the same formula, charge and spin = 0.904 eV
structure (SMILES) = N/N=[N+](\[O-])O
max |F| = 4.00 eV Å⁻¹
charge = 0
LUMO energy = 0.83 eV
gap between HOMO and LUMO = 9.80 eV
E_HOMO = -8.970 eV
calculated total energy = -316.373598 Eh
multiplicity = 1

---

The following is a quantum chemistry calculation of one molecule with the formula C5H6O, from OMol25.

Geometry as XYZ:
```
12
Properties=species:S:1:pos:R:3:forces:R:3:mulliken_charge:R:1
C 1.583 -0.221 -0.733 0.071 -0.002 -0.018 -1.119
C 0.244 -0.124 -0.061 -0.036 -0.098 0.045 0.807
C -0.405 -1.079 0.654 0.184 -0.103 -0.062 -0.531
O -1.604 -0.626 1.103 -0.021 0.042 0.003 -0.323
C -1.726 0.649 0.666 -0.021 0.160 -0.045 -0.378
C -0.633 1.014 -0.046 -0.068 0.040 0.021 -0.486
H 1.669 -1.139 -1.322 -0.008 0.117 0.095 0.306
H 2.406 -0.210 -0.010 -0.144 0.012 -0.095 0.257
H 1.733 0.623 -1.413 -0.036 -0.128 0.099 0.304
H -0.158 -2.095 0.928 -0.021 0.174 -0.080 0.399
H -2.642 1.155 0.935 0.154 -0.060 -0.041 0.389
H -0.456 1.973 -0.515 -0.055 -0.154 0.078 0.375
```
Positions in Å, forces in eV/Å.

Summary:
energy above the lowest of the compared OMol25 structures with the same formula, charge and spin = 0.306 eV
structure (SMILES) = Cc1ccoc1
max |F| = 0.22 eV Å⁻¹
charge = 0
LUMO energy = 1.09 eV
gap between HOMO and LUMO = 9.72 eV
E_HOMO = -8.635 eV
calculated total energy = -269.334991 Eh
multiplicity = 1